Entry 1:
DFT (ωB97M-V/def2-TZVPD) results for a cluster of 2 separate species, C10H26N2O2 in total.

Atoms and positions in Å:
C (-1.317, -2.284, -0.363)
C (0.640, -2.040, -1.699)
C (-1.125, -0.532, -1.940)
C (-0.595, -0.599, 2.504)
C (0.055, 1.516, 1.715)
C (-1.923, 0.496, 0.932)
C (1.628, 0.371, -0.499)
C (1.946, -0.805, 0.381)
C (2.364, 1.732, -0.196)
C (0.483, -0.367, 0.185)
N (-0.274, -1.305, -0.862)
N (-0.483, 0.250, 1.265)
O (2.826, 1.872, 1.122)
O (-0.737, 2.413, -1.519)
H (-2.284, -1.895, -0.043)
H (-1.380, -3.115, -1.041)
H (-0.699, -2.693, 0.532)
H (0.212, -2.464, -2.659)
H (1.480, -1.352, -1.911)
H (1.163, -2.843, -1.145)
H (-1.782, 0.381, -1.480)
H (-0.364, 0.136, -2.334)
H (-1.720, -1.155, -2.614)
H (-1.007, -0.120, 3.453)
H (-1.172, -1.515, 2.200)
H (0.411, -0.843, 2.894)
H (1.084, 1.245, 1.976)
H (0.115, 2.208, 0.979)
H (-0.455, 1.992, 2.637)
H (-1.826, 1.378, 0.181)
H (-2.641, -0.309, 0.580)
H (-2.255, 0.912, 1.826)
H (1.520, 0.426, -1.607)
H (-0.546, 2.615, -2.510)
H (2.256, -1.721, 0.000)
H (2.523, -0.492, 1.284)
H (1.653, 2.637, -0.306)
H (3.137, 1.768, -0.917)
H (3.624, 1.446, 1.297)
H (-1.212, 3.056, -1.023)

Summary:
E_HOMO: -0.6428 hartree
LUMO level: -0.2040 Ha
Total charge: +2
Kohn-Sham gap: 0.43876 Ha
Relative energy (zero: lowest compared OMol25 entry of this formula, charge and spin): 173.01 kJ/mol


Entry 2:
DFT (ωB97M-V/def2-TZVPD) results for a structure of composition C10H26N2O5Tl.

Atoms and positions in Å:
Tl (0.809, 0.462, -1.834)
C (3.630, 2.536, 1.586)
C (2.564, 2.071, 0.664)
O (1.627, 1.334, 1.069)
O (2.592, 2.315, -0.574)
H (3.197, 2.508, 2.589)
H (3.850, 3.601, 1.467)
H (4.602, 2.049, 1.604)
O (0.771, -2.197, -2.656)
H (0.288, -3.016, -2.819)
C (2.522, -1.793, 2.112)
C (1.503, -2.200, 1.030)
C (0.120, -1.553, 1.308)
O (-0.756, -1.405, 0.208)
C (-1.371, -2.623, -0.131)
N (2.034, -1.697, -0.239)
H (2.392, -0.723, 2.262)
H (3.527, -2.160, 1.920)
H (2.233, -2.244, 3.066)
H (1.477, -3.291, 0.932)
H (0.149, -0.539, 1.715)
H (-0.354, -2.109, 2.124)
H (-1.659, -3.263, 0.701)
H (-0.789, -3.157, -0.896)
H (-2.227, -2.360, -0.760)
H (3.016, -1.933, -0.359)
H (1.559, -2.175, -1.020)
C (-2.345, 2.601, 0.885)
C (-1.703, 1.719, -0.144)
C (-2.716, 1.152, -1.144)
O (-1.934, 0.222, -1.897)
C (-2.765, -0.526, -2.822)
N (-0.595, 2.421, -0.869)
H (-2.680, 3.536, 0.420)
H (-1.637, 2.975, 1.629)
H (-3.136, 2.076, 1.420)
H (-1.212, 0.970, 0.483)
H (-3.152, 1.911, -1.798)
H (-3.464, 0.531, -0.651)
H (-2.910, 0.153, -3.659)
H (-3.690, -0.913, -2.389)
H (-2.162, -1.422, -2.978)
H (-0.190, 2.989, -0.124)
H (-1.017, 3.163, -1.430)

Summary:
E_HOMO: -0.4542 hartree
LUMO level: -0.2961 Ha
Total charge: +1
Kohn-Sham gap: 0.15810 Ha
Relative energy (zero: lowest compared OMol25 entry of this formula, charge and spin): 128.08 kJ/mol


Entry 3:
DFT (ωB97M-V/def2-TZVPD) results for a structure of composition C10H26N2O6V.

Atoms and positions in Å:
O (-1.013, 0.883, 1.532)
V (-0.952, -0.716, 1.631)
O (-1.980, -1.250, 2.660)
O (1.114, -0.396, 2.758)
C (1.837, -1.602, 2.682)
C (1.472, -2.626, 1.487)
O (0.176, -2.537, 0.853)
H (1.881, -2.104, 3.649)
H (2.862, -1.274, 2.859)
H (1.634, -3.687, 1.680)
H (2.245, -2.470, 0.734)
C (-3.970, 0.427, -0.593)
C (-3.640, -1.085, -0.551)
C (-3.825, -1.944, -1.849)
O (-3.443, -3.305, -1.811)
C (-4.254, -4.212, -1.069)
N (-2.192, -1.017, -0.330)
H (-4.025, 0.869, 0.401)
H (-4.971, 0.658, -0.956)
H (-3.295, 1.060, -1.169)
H (-4.153, -1.581, 0.274)
H (-3.313, -1.530, -2.718)
H (-4.860, -1.829, -2.172)
H (-5.331, -4.144, -1.220)
H (-4.095, -4.194, 0.009)
H (-3.996, -5.223, -1.384)
H (-1.753, -0.503, -1.081)
H (-1.872, -1.954, -0.529)
C (3.945, 0.754, 0.344)
C (3.468, 2.193, 0.473)
C (3.589, 2.954, -0.833)
O (2.965, 4.256, -0.581)
C (2.690, 4.940, -1.720)
N (2.161, 2.237, 1.158)
H (4.339, 0.569, 1.344)
H (4.801, 0.685, -0.328)
H (3.117, 0.119, 0.032)
H (4.051, 2.747, 1.209)
H (2.965, 2.405, -1.539)
H (4.623, 3.089, -1.152)
H (2.437, 5.969, -1.467)
H (1.750, 4.567, -2.125)
H (3.536, 4.908, -2.406)
H (1.837, 3.192, 1.110)
H (1.434, 1.703, 0.704)

Summary:
E_HOMO: -0.1302 hartree
LUMO level: 0.1006 Ha
Total charge: -1
Kohn-Sham gap: 0.23075 Ha
Relative energy (zero: lowest compared OMol25 entry of this formula, charge and spin): 0.00 kJ/mol


Entry 4:
DFT (ωB97M-V/def2-TZVPD) results for a structure of composition C10H26N2O7PSn.

Atoms and positions in Å:
Sn (25.564, 1.727, 13.441)
P (23.135, 0.399, 15.486)
O (23.517, 1.924, 15.379)
O (24.438, -0.395, 15.107)
O (21.957, 0.063, 14.568)
O (22.570, 0.185, 16.944)
C (26.601, -1.400, 11.199)
O (27.240, -0.551, 12.191)
C (28.147, -1.116, 13.173)
C (27.543, -1.630, 14.493)
N (27.003, -0.517, 15.318)
C (27.199, -0.719, 16.767)
C (26.652, 0.526, 17.514)
O (27.582, 1.602, 17.470)
C (28.433, 1.732, 18.643)
H (25.884, -0.742, 10.708)
H (25.989, -2.163, 11.680)
H (27.266, -1.923, 10.510)
H (28.865, -0.318, 13.366)
H (28.777, -1.899, 12.752)
H (28.367, -2.102, 15.028)
H (26.626, -2.172, 14.259)
H (25.993, -0.493, 15.331)
H (28.211, -1.014, 17.043)
H (26.518, -1.530, 17.025)
H (26.421, 0.245, 18.542)
H (25.652, 0.833, 17.208)
H (29.075, 0.867, 18.813)
H (27.839, 2.006, 19.514)
H (29.044, 2.620, 18.478)
C (24.804, 2.634, 8.382)
C (25.350, 2.353, 9.807)
C (26.785, 2.842, 9.929)
O (27.337, 2.170, 11.063)
C (28.714, 2.339, 11.070)
N (24.474, 3.012, 10.815)
H (25.381, 2.037, 7.677)
H (24.978, 3.674, 8.104)
H (23.721, 2.547, 8.295)
H (25.263, 1.284, 10.000)
H (26.829, 3.914, 10.121)
H (27.246, 2.474, 9.012)
H (29.281, 1.859, 10.272)
H (29.042, 1.742, 11.922)
H (29.103, 3.332, 11.295)
H (24.669, 3.969, 11.071)
H (23.564, 3.007, 10.376)

Summary:
E_HOMO (alpha / beta): 0.0544 / 0.0546 hartree
2S+1: 2
LUMO level (alpha / beta): 0.1530 / 0.1523 Ha
Total charge: -2
Kohn-Sham gap (alpha / beta): 0.09868 / 0.09767 Ha


Entry 5:
DFT (ωB97M-V/def2-TZVPD) results for a structure of composition C10H26O9Si2.

Atoms and positions in Å:
C (10.191, 0.821, -0.306)
O (8.730, 0.561, -0.137)
C (7.978, 1.060, -1.304)
Si (6.184, 0.269, -1.431)
O (6.301, -1.503, -1.186)
O (5.078, 0.972, -0.207)
Si (3.471, 0.587, -0.854)
H (10.550, 0.671, -1.429)
H (10.856, 0.092, 0.349)
H (10.455, 1.949, -0.030)
H (7.929, 2.250, -1.361)
H (8.540, 0.736, -2.306)
H (5.692, 0.591, -2.795)
H (6.873, -1.792, -1.961)
H (2.896, -0.640, -0.294)
H (2.541, 1.677, -0.461)
H (3.469, 0.432, -2.309)
C (-3.591, -2.423, 1.172)
C (-2.667, -3.075, 0.158)
O (-1.386, -2.431, 0.135)
C (-0.568, -2.717, 1.177)
O (-0.819, -3.465, 2.109)
O (0.576, -2.001, 1.021)
C (1.488, -2.131, 2.111)
H (-3.669, -1.348, 0.985)
H (-4.590, -2.867, 1.126)
H (-3.212, -2.540, 2.191)
H (-3.095, -2.962, -0.845)
H (-2.555, -4.150, 0.341)
H (1.717, -3.181, 2.316)
H (1.076, -1.644, 3.000)
H (2.417, -1.623, 1.838)
C (-7.289, 2.573, -2.208)
C (-8.107, 1.902, -1.118)
O (-7.277, 1.107, -0.262)
C (-6.521, 1.798, 0.626)
O (-6.493, 3.011, 0.763)
O (-5.774, 0.904, 1.325)
C (-4.850, 1.510, 2.229)
H (-6.708, 1.831, -2.764)
H (-7.940, 3.111, -2.904)
H (-6.575, 3.286, -1.789)
H (-8.831, 1.219, -1.579)
H (-8.681, 2.631, -0.532)
H (-5.355, 2.203, 2.908)
H (-4.063, 2.022, 1.667)
H (-4.390, 0.717, 2.825)

Summary:
E_HOMO: -0.3710 hartree
LUMO level: 0.0215 Ha
Kohn-Sham gap: 0.39248 Ha


Entry 6:
DFT (ωB97M-V/def2-TZVPD) results for a structure of composition C10H27AsO4PdS3SeSi3.

Atoms and positions in Å:
Pd (-0.647, -1.719, -1.750)
S (2.664, -4.659, -3.074)
C (1.433, -3.628, -2.620)
S (0.461, -3.902, -1.230)
S (1.007, -2.219, -3.509)
O (-4.784, -1.060, -1.414)
Se (-3.196, -1.221, -1.515)
O (-2.578, -2.100, -0.299)
O (-2.739, -1.782, -2.960)
O (-2.504, 0.348, -1.376)
C (-1.134, 2.141, 1.614)
Si (-2.084, 1.165, 0.178)
C (-2.572, 2.847, -0.646)
C (-3.427, 0.489, 1.351)
As (0.015, -0.230, -0.059)
Si (1.578, 1.092, -1.201)
C (2.087, 2.709, -0.317)
C (3.191, 0.183, -1.608)
C (0.639, 1.549, -2.782)
Si (0.981, -1.306, 1.785)
C (1.380, -0.217, 3.304)
C (2.617, -2.108, 1.259)
C (-0.309, -2.604, 2.268)
H (-1.796, 2.884, 2.077)
H (-0.264, 2.669, 1.208)
H (-0.774, 1.462, 2.394)
H (-3.095, 3.450, 0.102)
H (-3.218, 2.727, -1.516)
H (-1.683, 3.412, -0.946)
H (-4.014, 1.323, 1.748)
H (-2.967, -0.031, 2.195)
H (-4.111, -0.200, 0.862)
H (2.370, 2.502, 0.718)
H (1.264, 3.427, -0.299)
H (2.940, 3.175, -0.818)
H (3.766, -0.024, -0.702)
H (3.823, 0.754, -2.293)
H (2.951, -0.769, -2.087)
H (-0.235, 2.160, -2.537)
H (0.272, 0.625, -3.227)
H (1.235, 2.070, -3.536)
H (1.919, 0.682, 2.994)
H (2.003, -0.766, 4.015)
H (0.471, 0.100, 3.819)
H (3.413, -1.360, 1.201)
H (2.487, -2.549, 0.268)
H (2.934, -2.905, 1.936)
H (-1.107, -2.154, 2.864)
H (0.100, -3.458, 2.813)
H (-0.765, -2.973, 1.347)

Summary:
E_HOMO (alpha / beta): -0.0502 / -0.0789 hartree
2S+1: 3
LUMO level (alpha / beta): 0.1750 / 0.1707 Ha
Total charge: -2
Kohn-Sham gap (alpha / beta): 0.22528 / 0.24967 Ha
Relative energy (zero: lowest compared OMol25 entry of this formula, charge and spin): 151.88 kJ/mol


Number 1: electronic energy -655.80038 a.u.. Number 2: electronic energy -1054.35307 a.u.. Number 3: electronic energy -1901.51973 a.u.. Number 4: electronic energy -1588.33003 a.u.. Number 5: electronic energy -1652.80440 a.u.. Number 6: electronic energy -7526.41280 a.u..